The following is a DFT calculation (ωB97M-V/def2-TZVPD) of a cluster of 7 separate species, H14O7 in total.

Geometry as XYZ:
```
21
Properties=species:S:1:pos:R:3:forces:R:3
H -1.445238 -1.278122 -0.637684 -0.77 -0.35 -0.73
H -0.095320 -1.435660 -1.079641 0.19 -0.03 -0.80
O -0.257954 0.123967 1.856513 -0.16 0.33 0.28
H 1.411203 -2.380820 0.472921 -0.52 0.94 -0.24
O 1.156820 -1.449295 0.260527 2.61 -1.17 0.02
H -1.539142 -0.252776 0.959590 -0.93 0.93 -0.70
O 0.739789 1.620771 -0.083186 -2.91 4.91 1.49
H 0.177838 0.880741 1.387896 -0.35 -0.50 0.08
H -2.376488 0.800619 -0.591648 0.13 1.35 -0.26
O 3.026002 0.149248 -0.726439 0.43 0.00 0.50
O -0.977640 -1.337355 -1.493950 0.67 -0.43 0.99
H 0.811349 2.631571 0.397703 -0.15 -4.22 -2.26
H -1.375111 0.308807 -1.435681 0.84 -0.30 -1.22
H 2.268319 0.762171 -0.737304 -0.18 0.20 -0.01
H 2.080142 -1.034792 0.011303 -1.85 -0.26 0.10
H -0.383909 1.629258 -0.407519 2.64 -0.41 -0.01
O -1.708167 1.189211 -1.214183 0.26 1.24 0.13
O -2.435870 -0.252738 0.415819 0.65 -1.83 3.20
H 3.607204 0.507857 -0.035401 -0.15 -0.10 -0.39
H 0.304826 -0.601089 1.550263 0.27 -0.25 -0.03
H -2.988644 -0.581581 1.130107 -0.73 -0.07 -0.16
```
Forces are in eV/Å.

Values from the calculation:
energy relative to the best compared isomer or geometry (same formula, charge and spin)	49.6	kcal per mole
structure (SMILES)	O.O.O.O.O.O.O
largest force on an atom	5.90	eV Å⁻¹
electronic energy	-14559.3119	eV
2S+1	1